1.
{"formula": "C2H5NOS", "method": "the ωB97M-V functional and the def2-TZVPD basis", "gap_ev": 8.54, "energy_ha": -607.17828, "charge": 0, "e_homo_ha": -0.3190, "de_lowest_kcal_mol": 143.4, "max_force_ev_per_a": 8.7, "elements": ["C", "C", "H", "H", "H", "H", "H", "N", "O", "S"], "xyz": [[0.85600, 0.66210, 0.55440], [-0.42378, 0.77370, -0.32978], [0.08277, -1.10579, -1.13321], [1.71225, 1.34353, 0.34208], [0.77530, 0.70801, 1.68196], [-0.45648, 1.37743, -1.21661], [-1.82833, -1.60226, 0.51796], [-1.37110, -0.11535, -0.54127], [-1.06300, -1.24704, 0.40586], [1.71636, -0.79432, -0.28138]], "forces_ev_per_angstrom": [[0.5, 0.0, -0.7], [-0.3, -1.5, -0.5], [4.4, 0.0, 1.6], [-1.6, 0.6, -0.1], [-0.5, -0.9, -1.4], [0.3, 1.3, 0.1], [-7.8, -3.7, 1.0], [2.2, 0.1, 3.1], [6.3, 5.0, -1.8], [-3.4, -0.8, -1.4]]}



2.
{"formula": "C5H10N2", "method": "the ωB97M-V functional and the def2-TZVPD basis", "gap_ev": 10.38, "smiles": "C[C@H]1N[C@H]1[C@H]1CN1", "energy_ha": -305.94542, "charge": 0, "e_homo_ha": -0.3378, "de_lowest_kcal_mol": 49.2, "max_force_ev_per_a": 0.4, "elements": ["C", "C", "N", "C", "C", "C", "N", "H", "H", "H", "H", "H", "H", "H", "H", "H", "H"], "xyz": [[0.06874, 1.68845, 1.22893], [-0.20703, 1.51198, -0.24922], [0.69219, 0.86623, -1.20089], [-0.56061, 0.20466, -0.87077], [-0.66008, -1.08391, -0.10117], [0.15026, -2.25720, -0.50103], [0.38300, -1.59108, 0.78014], [0.29398, 0.74785, 1.74353], [-0.83276, 2.11220, 1.69243], [0.89524, 2.39237, 1.40311], [-0.65258, 2.39431, -0.70220], [1.51607, 0.45235, -0.79150], [-1.26436, 0.21764, -1.70285], [-1.66443, -1.27274, 0.27787], [-0.25541, -3.26418, -0.43816], [0.87862, -2.10415, -1.29556], [1.21914, -1.01479, 0.72733]], "forces_ev_per_angstrom": [[0.0, -0.1, 0.0], [-0.2, 0.2, 0.0], [0.2, 0.0, -0.2], [-0.2, -0.1, 0.0], [-0.2, 0.1, -0.1], [0.0, -0.2, -0.2], [0.2, 0.1, 0.1], [0.0, 0.2, -0.1], [0.2, -0.1, 0.0], [-0.2, -0.2, -0.1], [-0.1, 0.0, 0.1], [0.1, -0.2, 0.4], [0.0, 0.0, 0.1], [0.1, 0.0, -0.1], [0.0, 0.2, 0.0], [-0.1, 0.0, 0.1], [-0.1, -0.1, 0.0]]}



3.
{"formula": "C3H10OSi", "method": "the ωB97M-V functional and the def2-TZVPD basis", "gap_ev": [7.73, 8.51], "s_squared": 2.006, "energy_ha": -484.84525, "charge": 0, "spin_multiplicity": 3, "e_homo_ha": [-0.2516, -0.4037], "de_lowest_kcal_mol": 5.5, "max_force_ev_per_a": 5.7, "elements": ["C", "C", "C", "O", "Si", "H", "H", "H", "H", "H", "H", "H", "H", "H", "H"], "xyz": [[1.39021, 1.70579, 0.31522], [0.48001, -1.40870, -0.27987], [-3.42979, -0.10360, -0.03739], [-3.98101, 0.80784, 0.52068], [1.91933, -0.14584, -0.09880], [2.21508, 2.26070, 0.85668], [1.09918, 2.29128, -0.50060], [0.52430, 1.69708, 0.97465], [-0.30546, -1.03005, 0.41604], [0.17971, -1.70496, -1.26028], [0.73830, -2.38679, 0.24656], [-3.06943, -0.12871, -1.06337], [-3.30203, -1.06616, 0.37921], [2.68940, -0.04498, -1.28562], [2.85221, -0.74289, 0.81690]], "forces_ev_per_angstrom": [[1.2, -1.5, 2.0], [0.7, -0.5, 2.6], [2.9, -3.8, -3.2], [-2.7, 4.3, 2.5], [-1.4, 0.8, 0.0], [-0.8, -0.7, -0.6], [-0.2, 0.6, -1.6], [0.0, 0.0, 0.3], [-0.1, -0.1, -1.1], [-0.6, 0.3, -0.6], [0.2, 1.2, -0.7], [-0.1, 0.6, -0.3], [-0.1, -1.2, 1.0], [0.6, 0.0, -1.3], [0.4, 0.0, 0.9]]}



4.
{"formula": "C26H67BBrCl3FN2O12SSi", "method": "the ωB97M-V functional and the def2-TZVPD basis", "gap_ev": 7.40, "energy_ha": -6809.63782, "charge": 1, "e_homo_ha": -0.4179, "max_force_ev_per_a": 5.0, "elements": ["C", "C", "C", "C", "C", "C", "O", "Si", "C", "C", "C", "C", "C", "Br", "C", "Cl", "C", "C", "Cl", "N", "F", "B", "N", "O", "C", "S", "C", "C", "O", "Cl", "H", "H", "H", "H", "H", "H", "H", "H", "H", "H", "H", "H", "H", "H", "H", "H", "H", "H", "H", "H", "H", "H", "H", "H", "H", "H", "H", "H", "H", "H", "H", "C", "O", "H", "H", "H", "H", "C", "O", "H", "H", "H", "H", "C", "O", "H", "H", "H", "H", "C", "O", "H", "H", "H", "H", "C", "O", "H", "H", "H", "H", "C", "O", "H", "H", "H", "H", "C", "O", "H", "H", "H", "H", "C", "O", "H", "H", "H", "H", "C", "O", "H", "H", "H", "H"], "xyz": [[-3.47367, 3.58255, 2.75848], [-2.27407, 2.59125, 2.35505], [-2.50441, 1.84092, 0.93454], [-1.12019, 1.23729, 0.31588], [-0.18975, 0.77242, 1.51601], [1.01932, -0.20894, 1.17983], [0.85703, -1.55397, 1.75428], [2.44727, -2.08830, 2.27646], [2.49294, -3.95876, 2.71617], [2.85383, -1.16047, 3.93487], [3.80171, -1.82209, 0.93328], [-0.24810, 2.48661, -0.32038], [-0.15751, 2.46002, -1.92815], [-1.48616, 3.93821, -2.35604], [1.13210, 3.00066, -2.69327], [0.83175, 3.97153, -4.24046], [2.48516, 2.82958, -2.33823], [3.72458, 3.43864, -3.17955], [2.92918, 1.85157, -0.87832], [-0.63192, 1.03329, -2.21328], [0.59662, 0.34598, -2.17538], [-1.09725, 0.66979, -3.62647], [-0.60526, -0.66775, -4.15756], [-1.89064, 1.46089, -4.51011], [-1.32535, 0.37612, -1.01974], [-3.12935, 0.54019, -1.61184], [-1.24257, -1.25513, -0.94141], [-2.28002, -1.83391, 0.16520], [-2.10680, -1.76732, 1.38630], [-3.81732, -2.70498, -0.39536], [-3.66277, 3.42225, 3.88513], [-3.14444, 4.66472, 2.56787], [-4.38568, 3.27196, 2.14107], [-1.31448, 3.23337, 2.27959], [-2.06794, 1.84561, 3.20235], [-3.26663, 1.00629, 1.16766], [-2.95656, 2.65658, 0.25046], [-0.83501, 0.24938, 2.31932], [0.27645, 1.67224, 2.06964], [1.98241, 0.21087, 1.66737], [1.26351, -0.35430, 0.07727], [3.54593, -4.19423, 3.13321], [2.37790, -4.64128, 1.79698], [1.73533, -4.23242, 3.52300], [3.81595, -1.53054, 4.41895], [2.96267, -0.04907, 3.62732], [1.94363, -1.18588, 4.63546], [3.84474, -0.70481, 0.69649], [4.85319, -2.12538, 1.29756], [3.56214, -2.42276, -0.02080], [-0.95816, 3.36008, -0.06252], [0.67720, 2.81061, 0.28448], [4.53878, 3.69334, -2.40105], [3.46748, 4.41624, -3.69900], [4.19964, 2.65240, -3.86367], [-0.02504, -0.44373, -4.98742], [-1.45796, -1.10905, -4.53520], [-2.82729, 1.13926, -4.52399], [-3.50252, -0.65933, -2.21075], [-1.59142, -1.73114, -1.93373], [-0.18555, -1.64111, -0.76920], [-1.99214, 8.33896, -2.04631], [-0.68936, 7.77958, -1.94061], [-1.97213, 9.35579, -1.65504], [-2.29921, 8.36130, -3.09502], [-2.69729, 7.74115, -1.46247], [-0.73486, 6.88232, -2.29246], [-2.35586, 11.33400, 1.02249], [-3.24073, 10.29017, 0.64014], [-2.74544, 12.28008, 0.64671], [-2.28722, 11.37900, 2.11219], [-1.36644, 11.15486, 0.59364], [-2.87395, 9.46632, 0.98421], [-0.90862, -6.05601, 3.29994], [0.37141, -6.66022, 3.39207], [-0.85089, -5.04503, 3.70507], [-1.22015, -6.00825, 2.25269], [-1.63304, -6.63603, 3.87803], [0.29228, -7.55216, 3.02800], [7.58112, 1.67884, -3.78642], [6.80735, 2.86945, -3.71835], [7.13993, 1.01490, -4.53012], [8.60498, 1.92074, -4.08063], [7.58036, 1.18209, -2.81295], [7.21838, 3.43804, -3.05495], [2.95917, -1.83457, -5.53864], [2.25512, -2.00049, -4.31544], [3.69763, -2.63089, -5.63018], [2.26054, -1.89197, -6.37769], [3.46875, -0.86734, -5.54325], [1.60847, -1.28439, -4.25872], [-5.19589, -6.63392, 0.52924], [-6.40037, -6.07929, 1.03656], [-5.33083, -7.70743, 0.39729], [-4.95842, -6.17804, -0.43583], [-4.38203, -6.45632, 1.23717], [-6.25505, -5.13131, 1.14429], [5.43383, -4.17876, -1.80308], [5.54110, -4.07539, -0.39060], [4.43492, -4.53610, -2.05453], [5.59160, -3.19719, -2.25817], [6.17598, -4.88744, -2.17876], [6.43184, -3.75819, -0.19552], [-7.57710, 1.92210, 2.25428], [-6.27735, 1.35736, 2.36648], [-7.55273, 2.94010, 2.64335], [-7.88086, 1.94373, 1.20465], [-8.28776, 1.33025, 2.83585], [-6.32611, 0.45899, 2.01648], [0.43583, -9.47709, 5.76009], [0.62400, -9.62040, 4.35919], [0.96447, -8.58507, 6.09584], [-0.62932, -9.37027, 5.98043], [0.83776, -10.35167, 6.27735], [0.14767, -10.41496, 4.08734]], "forces_ev_per_angstrom": [[0.5, -0.8, 0.0], [1.0, 0.5, -0.1], [-0.1, 0.3, 1.1], [1.5, 2.3, -0.5], [0.0, -1.7, 1.1], [1.0, -0.3, 0.5], [1.6, 0.9, -0.4], [0.2, -1.3, 1.0], [0.2, -0.5, -0.2], [-0.5, 1.2, -0.7], [0.2, 0.5, -0.4], [-1.2, 2.0, 1.4], [0.0, 3.0, 1.9], [-0.5, -1.3, -0.1], [2.0, -0.9, 0.1], [0.7, -1.5, 1.6], [-1.3, 0.5, -1.2], [0.2, -0.2, 1.8], [-0.4, 1.1, -1.7], [2.1, -0.5, 0.6], [1.1, 0.1, 0.0], [-2.3, -1.3, -4.1], [-0.7, 1.6, 0.6], [0.5, -1.1, 2.5], [-3.5, -2.0, 0.7], [-0.6, 0.4, -0.2], [0.0, -0.8, -1.0], [1.1, 0.6, 4.1], [-0.6, 0.0, -5.0], [1.4, 0.7, -0.1], [0.0, 0.5, -1.9], [-0.8, -1.6, 0.2], [1.1, 0.7, 1.1], [-1.4, -1.0, 0.1], [-0.5, 1.0, -1.4], [1.2, 1.3, -0.7], [0.6, -1.6, 0.8], [1.1, 0.6, -1.4], [-1.1, -1.2, -1.3], [-1.5, -0.1, -1.0], [-0.5, 0.6, 1.2], [-1.6, 0.5, -0.6], [0.0, 1.0, 1.4], [1.0, 0.2, -1.2], [-1.4, 0.5, -0.6], [0.1, -1.5, 0.8], [1.5, -0.2, -0.9], [0.1, -1.4, 0.0], [-1.8, 0.3, -0.5], [0.5, 1.0, 1.5], [1.4, -1.3, -0.6], [-1.1, -1.2, -1.5], [-1.3, -0.5, -1.2], [0.1, -1.6, 0.5], [-1.0, 1.2, 0.9], [-0.5, -0.3, 0.4], [0.6, 0.1, -0.2], [1.1, 0.6, -0.1], [1.0, 0.6, 0.7], [0.7, 1.0, 1.5], [-1.5, 0.5, 0.3], [0.0, -0.2, -0.1], [0.2, -0.2, 0.0], [0.0, -0.1, 0.0], [-0.2, 0.1, 0.1], [-0.2, 0.2, 0.0], [0.1, 0.2, 0.1], [0.1, -0.2, 0.1], [-0.1, -0.2, -0.1], [0.0, -0.2, 0.0], [0.1, 0.2, 0.0], [0.1, 0.2, 0.1], [-0.1, 0.2, -0.1], [0.2, -0.3, -0.1], [0.0, 0.1, -0.1], [0.1, -0.1, 0.0], [-0.2, 0.1, 0.0], [-0.2, 0.2, 0.0], [0.2, 0.0, 0.3], [0.2, 0.1, 0.2], [-0.1, 0.2, 0.1], [0.0, 0.1, 0.0], [0.0, -0.2, 0.0], [0.1, -0.2, -0.1], [-0.1, -0.1, -0.2], [-0.2, 0.2, 0.1], [-0.1, 0.1, 0.1], [-0.1, 0.1, 0.1], [0.2, 0.0, -0.2], [0.1, 0.0, -0.2], [0.1, -0.4, 0.2], [0.0, 0.3, 0.1], [-0.1, 0.1, 0.0], [-0.1, 0.1, 0.0], [0.2, -0.2, -0.1], [0.2, -0.1, -0.1], [-0.1, -0.2, 0.0], [0.3, 0.1, 0.1], [0.1, 0.0, 0.1], [0.1, 0.0, 0.1], [-0.1, -0.1, -0.2], [-0.1, 0.0, -0.2], [-0.2, -0.1, 0.0], [-0.1, -0.2, -0.1], [0.3, -0.1, -0.1], [0.1, -0.1, 0.0], [-0.2, 0.1, 0.1], [-0.1, 0.2, 0.0], [0.1, 0.2, 0.2], [-0.1, -0.1, 0.0], [-0.1, -0.1, -0.4], [0.0, -0.1, -0.2], [0.0, 0.0, 0.2], [0.0, 0.1, 0.2], [0.2, 0.2, 0.0]]}



5.
{"formula": "C2H4NP", "method": "the ωB97M-V functional and the def2-TZVPD basis", "gap_ev": 9.89, "energy_ha": -474.54980, "charge": 0, "e_homo_ha": -0.3263, "de_lowest_kcal_mol": 77.7, "max_force_ev_per_a": 3.9, "elements": ["C", "C", "N", "P", "H", "H", "H", "H"], "xyz": [[0.90850, -0.91978, -0.10859], [1.30169, 0.49935, -0.20289], [-0.02652, -0.08973, 0.02709], [-1.65335, 0.01957, -0.19431], [1.39396, 1.22424, -1.07922], [1.84849, 0.65044, 0.73453], [-2.05054, -0.01718, 1.17330], [-1.72222, -1.36691, -0.34993]], "forces_ev_per_angstrom": [[0.9, -3.4, -1.7], [0.0, 2.1, 0.4], [1.6, 1.6, 0.7], [-2.2, 0.3, 0.1], [0.3, -1.6, 1.1], [-0.2, 1.3, -0.4], [-0.1, 0.1, -0.1], [-0.5, -0.4, -0.1]]}